Record 1
The following is a DFT calculation (the ωB97M-V functional and the def2-TZVPD basis) of C5H6O in the gas phase.

The geometry in ORCA input format:
```
! RIJCOSX wB97M-V def2-TZVPD def2/J DEFGRID3
* xyz 0 1
C 0.94 2.45 -0.82
C 0.42 1.37 -0.89
C -0.18 0.03 -0.98
C 0.32 -0.87 0.16
C -0.63 -1.14 1.30
O 1.44 -1.32 0.14
H 1.43 3.40 -0.78
H -1.27 0.10 -0.98
H 0.13 -0.43 -1.92
H -0.23 -1.94 1.93
H -1.63 -1.42 0.93
H -0.75 -0.24 1.91
*
```

Output
**Kohn-Sham gap**: 10.552 eV
**HOMO**: -9.6714 eV
**SMILES**: C#CCC(C)=O
**Relative energy (zero: lowest compared OMol25 entry of this formula, charge and spin)**: 1.6275 eV


Record 2
The following is a DFT calculation (the ωB97M-V functional and the def2-TZVPD basis) of C5H6O in the gas phase.

The geometry in ORCA input format:
```
! RIJCOSX wB97M-V def2-TZVPD def2/J DEFGRID3
* xyz 0 1
C 2.42 0.53 1.20
C 1.60 0.04 0.47
C 0.67 -0.65 -0.35
C -0.65 -0.40 -0.41
C -1.34 0.89 -0.03
O -1.45 -1.37 -0.95
H 3.15 1.01 1.82
H 1.03 -1.51 -0.93
H -2.31 0.95 -0.53
H -0.71 1.72 -0.38
H -1.49 0.98 1.05
H -0.93 -2.19 -0.95
*
```

Output
**Kohn-Sham gap**: 9.130 eV
**HOMO**: -8.3363 eV
**SMILES**: C#C/C=C(\C)O
**Relative energy (zero: lowest compared OMol25 entry of this formula, charge and spin)**: 2.0447 eV


Record 3
The following is a DFT calculation (the ωB97M-V functional and the def2-TZVPD basis) of C5H6O in the gas phase.

The geometry in ORCA input format:
```
! RIJCOSX wB97M-V def2-TZVPD def2/J DEFGRID3
* xyz 0 1
O -2.12 0.32 -0.18
C -1.55 1.40 -0.50
C -0.27 1.73 0.03
C 0.46 0.70 0.30
C 0.18 -1.01 0.09
C 1.40 -0.27 0.72
H -1.15 -0.35 0.02
H -2.07 2.04 -1.22
H -0.27 -1.70 0.81
H 0.41 -1.47 -0.87
H 2.33 -0.34 0.16
H 1.54 -0.41 1.79
*
```

Output
**Kohn-Sham gap**: 8.409 eV
**HOMO**: -8.4116 eV
**SMILES**: OC=C=C1CC1
**Relative energy (zero: lowest compared OMol25 entry of this formula, charge and spin)**: 5.0119 eV


Record 4
The following is a DFT calculation (the ωB97M-V functional and the def2-TZVPD basis) of C5H6O in the gas phase in a non-equilibrium geometry.

The geometry in ORCA input format:
```
! RIJCOSX wB97M-V def2-TZVPD def2/J DEFGRID3
* xyz 0 1
C -0.37 -2.53 -0.52
C 0.01 -1.49 0.14
C 0.51 -0.30 0.29
C -0.44 0.85 0.22
C 0.27 2.15 0.02
O 1.47 2.25 -0.08
H 0.56 -2.10 -1.11
H -0.96 -3.35 -0.06
H 1.56 -0.13 0.49
H -1.22 0.72 -0.55
H -0.99 0.90 1.17
H -0.39 3.04 -0.01
*
```

Output
**Kohn-Sham gap**: 9.527 eV
**HOMO**: -8.7031 eV
**SMILES**: C=C=CCC=O
**Relative energy (zero: lowest compared OMol25 entry of this formula, charge and spin)**: 3.9398 eV